A) Computed, not measured: a cluster of 2 separate species, C3H7NO3P in total, with wB97M-V/def2-TZVPD.

```
15
C3H7NO3P wB97M-V/def2-TZVPD
C 1.7038 -0.3515 -0.3762
C -1.9402 0.0654 -0.6560
C -1.4861 -1.1843 0.0521
N 0.6129 1.7734 0.7583
O 2.3566 -1.6168 -0.2384
O 1.3465 0.1084 -1.4448
O -2.2567 -2.0979 0.3470
P 1.2289 0.2219 1.2430
H -2.5615 0.4782 0.1233
H -2.5449 0.0763 -1.5468
H -1.0706 0.6294 -0.6993
H -0.4277 -1.1713 0.6303
H 0.8617 2.4840 1.3924
H 1.2117 2.1454 -0.0886
H 2.9654 -1.5604 0.5038
```

Calculated values
charge = -1
Kohn-Sham gap = 0.2308 hartree

---

B) Computed, not measured: a structure of composition C3H7NO3P, with wB97M-V/def2-TZVPD.

```
15
C3H7NO3P wB97M-V/def2-TZVPD
C -1.1754 0.4404 -0.4792
C -1.0747 -0.9826 0.0800
C -0.0659 1.3794 0.1002
N 0.1080 -1.5373 -0.4978
O 1.8231 -0.1499 1.5847
O 3.0992 -0.4142 -0.6541
O 1.1345 1.2363 -0.5934
P 1.8920 -0.1267 0.1030
H -1.0357 0.3001 -1.5640
H -2.1395 0.9040 -0.2419
H -0.8357 -0.8155 1.1111
H -1.9159 -1.6850 -0.0684
H -0.4436 2.3873 -0.2326
H 0.2392 1.3130 1.1262
H 0.3905 -2.2491 0.2262
```

Calculated values
charge = -1
Kohn-Sham gap = 0.2999 hartree

---

Which structure is the least stable? The one labeled A).

---

A) Computed, not measured: a structure of composition C20H20IrN3O2S3SeSi, with wB97M-V/def2-TZVPD.

```
51
C20H20IrN3O2S3SeSi wB97M-V/def2-TZVPD
Ir -0.8460 0.9943 0.4411
C 2.8514 2.6020 4.5350
Si 3.1883 0.8081 4.1463
C 5.0245 0.4661 4.3091
C 2.2299 -0.3377 5.2665
C 2.7173 0.4709 2.3455
C 3.6559 0.0624 1.4045
C 3.3231 -0.1432 0.0639
C 2.0274 0.0898 -0.3376
N 1.1149 0.4829 0.5532
C 1.4196 0.6593 1.8554
S -0.0245 1.1296 2.7032
H 3.1070 2.8139 5.5762
H 1.8036 2.8623 4.3789
H 3.4561 3.2535 3.9006
H 5.3406 0.6457 5.3390
H 5.6177 1.1222 3.6683
H 5.2734 -0.5685 4.0636
H 2.5293 -0.1965 6.3073
H 2.4133 -1.3809 4.9999
H 1.1563 -0.1597 5.1915
H 4.6815 -0.1025 1.7128
H 4.0611 -0.4676 -0.6555
H 1.6819 -0.0132 -1.3584
O -4.6968 2.4657 -0.2125
S -4.3194 1.8779 1.0350
O -4.1885 2.7087 2.1910
N -2.9243 0.9829 0.8254
C -3.1142 -0.3065 0.9864
S -1.6986 -1.1751 0.7357
C -4.4921 -0.6926 1.3273
C -5.0261 -1.9441 1.5743
C -6.3790 -2.0254 1.8784
C -7.1714 -0.8831 1.9347
C -6.6340 0.3765 1.6897
C -5.2915 0.4378 1.3880
H -4.4039 -2.8283 1.5314
H -6.8248 -2.9908 2.0761
H -8.2223 -0.9756 2.1739
H -7.2445 1.2679 1.7339
Se -0.9310 1.4290 -2.0313
C -0.1424 2.7483 -0.9340
C 1.2458 3.0765 -0.9040
C 1.7232 3.8612 0.0958
N 0.9617 4.3777 1.1056
C -0.3105 4.1162 1.0800
C -0.9416 3.2985 0.0856
H 1.9071 2.6910 -1.6680
H 2.7740 4.1245 0.1295
H -0.9286 4.5478 1.8612
H -2.0133 3.3549 -0.0388
```

Calculated values
Kohn-Sham gap = 0.2679 hartree

---

B) Computed, not measured: a structure of composition C20H20IrN3O2S3SeSi, with wB97M-V/def2-TZVPD.

```
51
C20H20IrN3O2S3SeSi wB97M-V/def2-TZVPD
Ir -0.1476 0.5423 0.5511
C -2.9733 -5.7515 1.9458
Si -1.5063 -4.6134 1.7116
C -0.5692 -4.4415 3.3169
C -0.4078 -5.2502 0.3435
C -2.1875 -2.9184 1.2120
C -3.5493 -2.6747 1.0287
C -4.0319 -1.4273 0.6477
C -3.1304 -0.3992 0.4572
N -1.8294 -0.6101 0.6373
C -1.3573 -1.8237 0.9884
S 0.3965 -1.6643 1.0553
H -2.6238 -6.7425 2.2437
H -3.5494 -5.8718 1.0259
H -3.6462 -5.3930 2.7278
H -0.1735 -5.4110 3.6287
H -1.2193 -4.0722 4.1128
H 0.2696 -3.7510 3.2191
H 0.0055 -6.2264 0.6070
H 0.4240 -4.5698 0.1555
H -0.9685 -5.3615 -0.5869
H -4.2578 -3.4804 1.1814
H -5.0875 -1.2543 0.4972
H -3.4205 0.5982 0.1559
O 3.8560 1.2611 -0.2254
S 3.1732 1.8035 0.9071
O 3.4603 1.2927 2.2105
N 1.5160 1.7791 0.6590
C 0.9753 2.9785 0.6930
S -0.7073 2.9377 0.6040
C 1.9388 4.0825 0.7924
C 1.7178 5.4464 0.7503
C 2.8225 6.2856 0.8146
C 4.1097 5.7683 0.9191
C 4.3323 4.3951 0.9617
C 3.2265 3.5779 0.8953
H 0.7135 5.8379 0.6551
H 2.6830 7.3574 0.7748
H 4.9531 6.4444 0.9627
H 5.3314 3.9879 1.0371
Se -0.4339 0.5803 -1.8545
C 0.4168 2.2113 -2.4043
C 1.8004 2.3105 -2.4313
C 2.3725 3.5176 -2.8110
N 1.6699 4.5855 -3.1826
C 0.3438 4.4653 -3.1880
C -0.3273 3.3139 -2.8032
H 2.4239 1.4789 -2.1366
H 3.4518 3.6261 -2.8132
H -0.2154 5.3396 -3.5042
H -1.4083 3.2844 -2.7956
```

Calculated values
Kohn-Sham gap (spin up / spin down) = 0.2367 / 0.2367 hartree

---

Which structure is the least stable? The one labeled B).

---

A) Computed, not measured: the ion C6H12NO with charge -1, with wB97M-V/def2-TZVPD.

```
20
C6H12NO wB97M-V/def2-TZVPD
C 1.3153 1.2983 0.5104
C -0.0637 0.7145 0.2121
C -1.1890 1.3552 0.9777
N -0.3882 0.3668 -1.4533
O 0.6537 0.6220 -2.3431
C -0.1339 -0.6841 -0.4335
C 1.1517 -1.4495 -0.4793
C -1.3536 -1.4993 -0.0815
H 1.2801 2.3326 0.9404
H 1.8561 1.2608 -0.5488
H 1.9447 0.6815 1.0872
H -0.9404 2.3023 1.5296
H -1.7457 0.7273 1.7085
H -1.8892 1.6333 0.1474
H 1.1299 -2.4584 -0.7548
H 1.7399 -1.3232 0.4926
H 1.6924 -1.0947 -1.4083
H -1.4877 -2.4116 -0.5877
H -2.0475 -0.7645 -0.4980
H -1.5247 -1.6095 0.9824
```

Calculated values
charge = -1
SMILES = CC1(C)N([O-])C1(C)C
Kohn-Sham gap = 0.2257 hartree

---

B) Computed, not measured: the ion C6H12NO with charge -1, with wB97M-V/def2-TZVPD.

```
20
C6H12NO wB97M-V/def2-TZVPD
C 0.6480 0.6153 3.3813
C 0.9102 0.5765 1.8749
C 0.2351 -0.2213 1.0656
C 0.4252 -0.5832 -0.3801
C -0.5924 0.2171 -1.2083
N -1.8600 -0.5255 -1.2074
C -0.0419 0.0407 -2.7343
O 0.0802 -1.2235 -3.0817
H 0.9068 1.5927 3.7872
H 1.2296 -0.1802 3.8582
H -0.4156 0.4579 3.5559
H 1.8076 1.1302 1.6226
H -0.6381 -0.7364 1.4688
H 1.4228 -0.2932 -0.7112
H 0.2458 -1.6381 -0.5777
H -0.6211 1.3030 -1.1115
H -1.5563 -1.4614 -1.4940
H -2.3190 -0.3756 -2.1185
H 0.9254 0.6188 -2.7087
H -0.7924 0.6860 -3.2810
```

Calculated values
charge = -1
SMILES = C/C=C/C[C@H](N)C[O-]
Kohn-Sham gap = 0.2275 hartree

---

Which structure is the least stable? The one labeled A).

---

A) Computed, not measured: an isolated molecule of C18H17Cl2N5O2, with wB97M-V/def2-TZVPD.

```
44
C18H17Cl2N5O2 wB97M-V/def2-TZVPD
C 0.9715 -0.4447 2.9247
C 1.5533 0.4366 1.8833
N 2.8027 0.8055 1.7960
N 2.8696 1.5725 0.6587
C 4.0596 2.2582 0.2172
C 1.6393 1.8117 0.0529
O 1.4443 2.5907 -1.0570
C 0.3726 2.3986 -1.8861
C -0.6786 3.3186 -1.8046
C -1.8662 3.0827 -2.4945
C -1.9699 2.0077 -3.3670
C -0.9106 1.1294 -3.5245
Cl -1.0513 -0.2631 -4.5623
C 0.2676 1.3160 -2.7701
Cl 1.6223 0.2404 -3.0295
C 0.7834 1.0651 0.8137
C -0.5817 0.7086 0.5154
O -1.4625 1.5184 0.7368
N -0.9490 -0.5440 0.0345
C -2.3725 -0.9931 0.0413
C -2.5247 -1.9814 1.2266
N -1.4141 -2.9631 1.3107
C -1.3215 -4.1617 2.0301
N -0.1340 -4.7225 1.8540
C 0.5568 -3.8543 1.0225
C -0.1792 -2.7562 0.7166
C 0.0776 -1.5791 -0.2135
H 0.7714 0.2248 3.7511
H 0.0549 -0.9488 2.5937
H 1.7017 -1.1908 3.2179
H 4.9755 1.9583 0.7846
H 3.9581 3.3480 0.3811
H 4.2398 2.1224 -0.8283
H -0.6125 4.1689 -1.1325
H -2.7198 3.7457 -2.4055
H -2.8908 1.9454 -3.9502
H -2.5986 -1.5091 -0.8497
H -3.0349 -0.1183 0.1138
H -3.4627 -2.5065 1.1020
H -2.5271 -1.4453 2.1644
H -2.1190 -4.6382 2.6067
H 1.5695 -4.0456 0.6451
H 0.0030 -1.8869 -1.2648
H 1.0867 -1.2216 -0.0555
```

Calculated values
SMILES = Cc1nn(C)c(Oc2cccc(Cl)c2Cl)c1C(=O)N1CCn2cncc2C1
Kohn-Sham gap = 0.3338 hartree

---

B) Computed, not measured: an isolated molecule of C18H17Cl2N5O2, with wB97M-V/def2-TZVPD.

```
44
C18H17Cl2N5O2 wB97M-V/def2-TZVPD
C 2.1682 -4.2764 3.9045
C 1.2683 -3.1925 3.3872
C 1.3422 -2.8749 2.0398
C 0.5276 -1.8663 1.5364
C -0.3079 -1.0880 2.3489
N -1.1229 -0.0272 1.8633
C -1.1124 0.6714 0.6560
N -0.0698 0.4357 -0.1258
O 0.1405 1.1064 -1.3392
C 1.0751 0.4027 -2.1290
C 0.9273 0.7608 -3.5963
C 1.9896 1.4243 -4.2586
C 1.8175 1.8609 -5.5838
C 0.5727 1.6930 -6.2281
Cl 0.3128 2.3184 -7.7987
C -0.4459 1.0325 -5.5621
C -0.2677 0.5652 -4.2662
Cl -1.6187 -0.1904 -3.4845
C -2.1214 1.7226 0.4754
N -3.2934 1.6702 1.0679
O -3.9428 2.9071 0.6889
N -3.0214 3.7275 0.0352
C -1.9568 3.0294 -0.1006
N -0.8490 3.6018 -0.7028
C -0.3706 -1.4383 3.7269
C -1.3555 -0.7470 4.6393
C 0.3854 -2.5110 4.2330
H 2.4767 -4.8921 3.0777
H 1.5950 -4.9038 4.6063
H 3.0487 -3.8261 4.3869
H 1.9700 -3.4127 1.3242
H 0.6012 -1.6644 0.4955
H -1.9258 0.1501 2.4670
H 0.8884 -0.6704 -1.9633
H 2.0759 0.6039 -1.7506
H 2.9625 1.6118 -3.7852
H 2.6399 2.3313 -6.1092
H -1.4149 0.8958 -6.0531
H -0.9829 4.5096 -1.1176
H -0.0789 2.9877 -0.9584
H -2.3743 -1.0663 4.4328
H -1.1311 -1.0117 5.6703
H -1.3148 0.3434 4.5248
H 0.2935 -2.7038 5.3250
```

Calculated values
SMILES = Cc1ccc(N/C(=N/OCc2ccc(Cl)cc2Cl)c2nonc2N)c(C)c1
Kohn-Sham gap = 0.2955 hartree

---

Which structure is the least stable? The one labeled B).